[1]
The following is a quantum chemistry calculation of a cluster of 7 separate species, C5H21NO6 in total at a distorted geometry, from the Open Molecules 2025 dataset.

Bonds (Å) are listed after each position.
Element x y z (Å)
1 C 1.2104 2.1308 -2.3945  N2 1.457, H7 1.204, H8 1.122, H9 1.077
2 N 1.3345 0.7417 -1.9718  C1 1.457, C3 1.392, H10 1.014
3 C 1.5542 0.3002 -0.6696  N2 1.392, C4 1.379, H11 1.061
4 C 1.7993 -1.0240 -0.3743  C3 1.379, C5 1.448, H12 1.058
5 C 1.8086 -1.4252 1.0167  C4 1.448, C6 1.346, H13 1.051
6 C 1.8918 -2.6945 1.4577  C5 1.346, H14 1.053, H15 0.970
7 H 0.9965 2.1299 -3.5790  C1 1.204
8 H 0.2411 2.4297 -1.9145  C1 1.122
9 H 2.0654 2.7134 -2.0966  C1 1.077
10 H 1.2049 0.1336 -2.7724  N2 1.014
11 H 1.5082 1.0897 0.0378  C3 1.061
12 H 1.6696 -1.7068 -1.1725  C4 1.058
13 H 1.6344 -0.5964 1.6386  C5 1.051
14 H 1.8615 -2.8867 2.4927  C6 1.053
15 H 2.1181 -3.4093 0.8416  C6 0.970
16 H -1.4816 -1.8213 -0.8152  O18 0.969
17 H -0.9083 -1.2176 -2.1496  O18 0.998
18 O -0.8788 -2.0140 -1.5489  H16 0.969, H17 0.998
19 H -0.6408 2.1011 -0.0141  O21 0.987
20 H -0.4822 1.5297 1.4859  O21 0.989
21 O -0.0795 2.1152 0.7979  H19 0.987, H20 0.989
22 H 0.1322 0.6769 3.3677  O24 1.019
23 H 0.5944 -0.9027 3.3718  O24 0.932
24 O -0.1236 -0.3095 3.3929  H22 1.019, H23 0.932
25 H -1.8225 -0.1342 3.2017  O27 1.000
26 H -3.0762 -0.7213 2.7757  O27 0.913
27 O -2.5689 0.0041 2.5503  H25 1.000, H26 0.913
28 H -1.2671 -0.7010 0.7930  O30 0.864
29 H -2.3662 0.1630 0.6970  O30 0.988
30 O -1.5794 -0.1617 0.1945  H28 0.864, H29 0.988
31 H -2.7107 0.8864 -3.2235  O33 0.920
32 H -1.7440 1.2691 -2.2225  O33 0.985
33 O -1.8951 1.3116 -3.1946  H31 0.920, H32 0.985

Strongest force on any atom   0.1494 Eh/bohr
Spin multiplicity   2
ΔE to the lowest compared entry with this formula, charge and spin   15.6 kcal/mol
Orbital gap (spin up / spin down)   9.640 / 7.954 eV
Total charge   +1
<S²>   0.792

[2]
The following is a quantum chemistry calculation of a cluster of 6 separate species, C5H21NO7 in total at a distorted geometry, from the Open Molecules 2025 dataset.

Bonds (Å) are listed after each position.
Element x y z (Å)
1 C 0.5282 -1.5073 0.7653  C2 1.528, H9 1.092, H10 1.091, H11 1.093
2 C -0.3765 -0.4306 0.1679  C1 1.528, C3 1.518, H12 1.090, H13 1.090
3 C 0.0403 -0.0661 -1.2452  C2 1.518, N4 1.466, C6 1.513, H14 1.081
4 N -0.8817 0.7840 -2.0050  C3 1.466, C5 1.469, H15 1.011
5 C -1.5115 1.8905 -1.2713  N4 1.469, H16 1.093, H17 1.089, H18 1.085
6 C 1.3689 0.6575 -1.2270  C3 1.513, O7 1.210, O8 1.357
7 O 1.7322 1.6267 -0.6000  C6 1.210
8 O 2.2420 0.0384 -2.0617  C6 1.357, H19 0.949
9 H 0.5298 -2.4139 0.1569  C1 1.092
10 H 0.1472 -1.8258 1.7369  C1 1.091
11 H 1.5613 -1.1700 0.8768  C1 1.093
12 H -1.4215 -0.7402 0.1926  C2 1.090
13 H -0.3759 0.4438 0.8188  C2 1.090
14 H 0.1319 -0.9711 -1.8299  C3 1.081
15 H -1.5741 0.2066 -2.4631  N4 1.011
16 H -2.1975 1.5111 -0.5091  C5 1.093
17 H -2.0441 2.5101 -1.9905  C5 1.089
18 H -0.7415 2.5098 -0.8233  C5 1.085
19 H 3.0873 0.4701 -2.0827  O8 0.949
20 O 0.6327 2.9082 1.6559  H21 0.960, H22 0.994
21 H 1.2502 3.6326 1.7824  O20 0.960
22 H 0.8790 2.4730 0.7963  O20 0.994
23 O -2.0829 -0.1527 3.5830  H24 0.987, H25 0.952
24 H -1.2882 0.4305 3.6308  O23 0.987
25 H -2.6515 0.1924 4.2646  O23 0.952
26 O 0.2474 1.3033 3.8625  H27 0.988, H28 0.973
27 H 0.3556 1.9270 3.1036  O26 0.988
28 H 0.9927 0.6786 3.8238  O26 0.973
29 O 1.4976 -2.9416 -2.3325  H30 0.959, H31 0.969
30 H 1.8288 -2.0417 -2.3337  O29 0.959
31 H 1.7731 -3.3327 -3.1749  O29 0.969
32 O -1.4647 -2.7547 -2.0305  H33 0.967, H34 0.977
33 H -0.5471 -3.0310 -2.1609  O32 0.967
34 H -1.6673 -2.8146 -1.0768  O32 0.977

Strongest force on any atom   0.0249 Eh/bohr
Spin multiplicity   1
SMILES   CC[C@@H](NC)C(=O)O.O.O.O.O.O
ΔE to the lowest compared entry with this formula, charge and spin   7.3 kcal/mol
Orbital gap   9.310 eV

[3]
The following is a quantum chemistry calculation of a cluster of 7 separate species, C5H21NO7 in total at a distorted geometry, from the Open Molecules 2025 dataset.

Bonds (Å) are listed after each position.
Element x y z (Å)
1 C 0.3342 -3.5743 -1.0637  N2 1.299, H8 1.189, H9 1.049
2 N 0.3744 -2.4594 -0.3984  C1 1.299, C3 1.443
3 C -0.0272 -1.1768 -0.9233  N2 1.443, C4 1.520, H10 1.142, H11 1.123
4 C 1.2063 -0.2948 -0.8120  C3 1.520, C5 1.497, H12 1.074, H13 1.165
5 C 0.9224 1.0266 -0.1682  C4 1.497, C6 1.509, H14 1.251, H15 1.142
6 C -0.1456 1.6633 -1.0232  C5 1.509, O7 1.215, H16 1.130
7 O -1.3020 1.6058 -0.6540  C6 1.215
8 H -0.1655 -3.4251 -2.1319  C1 1.189
9 H 0.7358 -4.4914 -0.7514  C1 1.049
10 H -0.8839 -0.7222 -0.3203  C3 1.142
11 H -0.4942 -1.0440 -1.9359  C3 1.123
12 H 1.9104 -0.7799 -0.1620  C4 1.074
13 H 1.8703 0.0064 -1.7208  C4 1.165
14 H 0.4852 0.9164 0.9986  C5 1.251
15 H 1.7153 1.8272 0.0184  C5 1.142
16 H 0.1534 2.1093 -2.0179  C6 1.130
17 O -1.9988 -2.1915 3.8843  H18 0.970, H19 1.071
18 H -2.0712 -1.3588 4.3755  O17 0.970
19 H -2.7236 -1.9911 3.1216  O17 1.071
20 O 0.7185 2.4088 3.0092  H21 0.939, H22 0.906
21 H 0.3365 1.5974 3.2890  O20 0.939
22 H 0.1851 2.8065 2.3949  O20 0.906
23 O -2.5558 -0.2768 1.4037  H24 0.950, H25 0.943
24 H -2.7492 0.5431 0.9651  O23 0.950
25 H -1.9433 -0.0508 2.0839  O23 0.943
26 O 1.8765 3.2620 -2.7172  H27 0.908, H28 0.995
27 H 2.3926 3.1185 -1.9837  O26 0.908
28 H 1.1714 2.5697 -2.8300  O26 0.995
29 O -0.5800 -0.2019 3.0399  H30 0.943, H31 0.861
30 H -0.9716 -1.0525 3.1486  O29 0.943
31 H 0.0104 -0.2818 2.4186  O29 0.861
32 O 1.1179 0.1150 -3.9820  H33 1.046, H34 1.048
33 H 0.4802 -0.6734 -3.7258  O32 1.046
34 H 0.6151 0.4705 -4.8297  O32 1.048

Strongest force on any atom   0.1478 Eh/bohr
Spin multiplicity   1
SMILES   C=NCCCC=O.O.O.O.O.O.O
ΔE to the lowest compared entry with this formula, charge and spin   125.8 kcal/mol
Orbital gap   10.227 eV

[4]
The following is a quantum chemistry calculation of a cluster of 7 separate species, C5H22NO7S in total at a distorted geometry, from the Open Molecules 2025 dataset.

Bonds (Å) are listed after each position.
Element x y z (Å)
1 C 0.8469 1.1884 1.8980  N2 1.486, C8 1.543, H9 1.096, H10 1.105
2 N 0.4707 -0.0849 1.2309  C1 1.486, C3 1.497, H11 1.003
3 C -0.6383 -0.0083 0.2277  N2 1.497, C4 1.557, C6 1.569, H12 1.084
4 C -0.9167 -1.3682 -0.4785  C3 1.557, S5 1.867, H13 1.087, H14 1.100
5 S -0.8768 -1.1597 -2.3333  C4 1.867
6 C -0.3239 1.0774 -0.8605  C3 1.569, O7 1.217, H15 1.103
7 O -0.9129 2.1394 -0.7790  C6 1.217
8 C 2.3761 1.1795 2.1045  C1 1.543, H16 1.081, H17 1.106, H18 1.105
9 H 0.3231 1.2997 2.8538  C1 1.096
10 H 0.5958 2.1133 1.3485  C1 1.105
11 H 1.3199 -0.5897 1.0593  N2 1.003
12 H -1.4676 0.3575 0.8217  C3 1.084
13 H -0.3037 -2.1806 -0.0981  C4 1.087
14 H -1.9617 -1.7096 -0.4437  C4 1.100
15 H 0.5130 0.8812 -1.5520  C6 1.103
16 H 2.7538 1.3449 3.1034  C8 1.081
17 H 2.8185 0.2208 1.7759  C8 1.106
18 H 2.8857 1.9631 1.5150  C8 1.105
19 H -2.0246 -1.5463 3.3617  O21 0.954
20 H -0.8441 -1.2449 2.3062  O21 0.974
21 O -1.6225 -1.7859 2.5306  H19 0.954, H20 0.974
22 H 1.9723 -1.5673 -0.9750  O24 0.962
23 H 2.0247 -0.2381 -1.8282  O24 0.964
24 O 2.5413 -0.9652 -1.4634  H22 0.962, H23 0.964
25 H -4.3660 0.3273 -1.3443  O27 0.969
26 H -4.5918 0.0195 0.0943  O27 0.965
27 O -4.8998 0.6238 -0.5922  H25 0.969, H26 0.965
28 H 0.3939 -3.3994 -1.8435  O30 0.969
29 H 1.7207 -4.1939 -2.0932  O30 0.957
30 O 1.0225 -4.0293 -1.4604  H28 0.969, H29 0.957
31 H 3.9231 1.7820 -1.6841  O33 0.963
32 H 3.5289 0.3205 -1.5298  O33 0.999
33 O 4.3040 0.9018 -1.7715  H31 0.963, H32 0.999
34 H -2.7874 2.9035 -0.9947  O36 0.969
35 H -4.1240 2.4258 -0.7306  O36 0.975
36 O -3.6735 3.0016 -1.3754  H34 0.969, H35 0.975

Strongest force on any atom   0.0348 Eh/bohr
Spin multiplicity   1
ΔE to the lowest compared entry with this formula, charge and spin   43.7 kcal/mol
Orbital gap   6.756 eV
Total charge   -1